Molecular formula: C6H15N
Method: DFT, ωB97M-V/def2-TZVPD

Structure (ORCA input):
```
! wB97M-V def2-TZVPD RIJCOSX def2/J DEFGRID3
* xyz 0 1
C 0.26655 -1.94595 2.07957
C 0.39009 -0.45713 2.34384
N -0.01940 0.40479 1.22435
C 0.43612 0.03726 -0.12159
C -0.17696 0.98707 -1.13747
C -1.64538 0.64889 -1.40771
C 0.63582 0.93831 -2.43603
H 0.81968 -2.27344 1.20642
H -0.77599 -2.24723 1.95133
H 0.59762 -2.48487 2.97317
H -0.27194 -0.16035 3.14961
H 1.42627 -0.26166 2.65504
H 0.29663 1.34667 1.43036
H 1.52953 -0.01029 -0.26439
H 0.06450 -0.98218 -0.24451
H -0.07599 1.99092 -0.71379
H -2.27018 1.53608 -1.53025
H -1.76361 0.06633 -2.32489
H -2.04407 0.05781 -0.58128
H 1.60926 1.39649 -2.25797
H 0.14263 1.50023 -3.22751
H 0.82882 -0.08774 -2.76629
*
```

Its SMILES is CCNCC(C)C. As for the energy: -7955.13727 eV. Its HOMO energy is -8.68 eV. For the LUMO energy, the calculation gives 1.159 eV. As for the energy relative to the best compared isomer or geometry (same formula, charge and spin): 60.7 kJ/mol. Its HOMO-LUMO gap is 9.839 eV.

***

Molecular formula: C16H48AlB4O8S4
Method: DFT, ωB97M-V/def2-TZVPD

Structure (ORCA input):
```
! wB97M-V def2-TZVPD RIJCOSX def2/J DEFGRID3
* xyz 0 2
Al 0.48906 -0.68622 0.60712
B 1.16156 2.15134 -0.19464
H 0.46960 1.71051 -0.89543
H 0.61419 2.23111 0.73178
H 2.10505 1.64829 -0.04971
H 1.41433 3.15233 -0.50829
B -0.48445 -3.46722 -0.35032
H -0.67492 -4.49824 -0.60518
H -1.41551 -3.01248 -0.65127
H -0.19209 -3.35324 0.68205
H 0.34636 -3.06778 -0.91107
B 1.42246 -2.22016 3.27466
H 1.40356 -2.76038 2.34082
H 1.59609 -2.86146 4.12485
H 2.17415 -1.45975 3.12977
H 0.49003 -1.68596 3.37187
B 3.22483 -2.11825 0.57210
H 2.97359 -1.09616 0.80966
H 2.38762 -2.79408 0.65320
H 3.55034 -2.11510 -0.45663
H 4.11971 -2.43199 1.08688
C -2.55360 4.91066 -0.32534
C -3.02237 4.86961 1.18810
C -2.35807 3.62193 1.77127
S -2.76013 2.31424 0.59446
O -4.15655 2.14139 0.89128
O -1.83604 1.19145 0.65843
C -2.52944 3.39934 -0.91103
H -1.58130 5.34028 -0.56649
H -3.27706 5.44381 -0.94215
H -4.08121 4.66514 1.34666
H -2.83897 5.76980 1.77472
H -2.56951 3.15663 2.73402
H -1.27773 3.76658 1.76455
H -3.32408 3.10812 -1.59794
H -1.53511 3.09019 -1.23325
C 4.47785 1.97812 -3.37519
C 5.46930 1.05453 -2.66328
C 4.78297 0.15006 -1.72412
S 3.15383 -0.38186 -2.69498
O 1.99087 -0.55218 -1.78760
O 3.57951 -1.43351 -3.64527
C 3.13829 1.27237 -3.62468
H 4.82095 2.60771 -4.19616
H 4.25556 2.71612 -2.60444
H 6.29868 1.59339 -2.20519
H 5.98869 0.41755 -3.37924
H 4.40418 0.63512 -0.82449
H 5.37779 -0.75103 -1.57472
H 2.31146 1.81457 -3.16590
H 2.85270 1.04223 -4.65112
C -1.95752 -2.38687 5.37618
C -0.79078 -1.76315 6.16627
C -0.73445 -0.30188 5.74922
S -1.75349 0.10348 4.33176
O -0.92566 0.05297 3.11657
O -2.66317 1.23963 4.69598
C -2.65383 -1.44597 4.36965
H -2.79967 -2.51954 6.05536
H -1.76790 -3.37820 4.96458
H 0.08298 -2.38755 5.97978
H -0.95305 -2.02056 7.21294
H 0.21088 0.23951 5.78583
H -1.38676 0.25578 6.42125
H -2.75277 -1.85386 3.36370
H -3.61416 -1.09957 4.75160
C -2.26033 -2.80850 -3.99652
C -2.68613 -1.60926 -4.91200
C -2.38583 -0.28305 -4.15299
S -0.72170 -0.59329 -3.32877
O -0.83501 -0.49818 -1.89562
O 0.33117 0.01791 -4.13104
C -0.79620 -2.42124 -3.72870
H -2.60979 -3.71909 -4.48314
H -2.69362 -2.98045 -3.01123
H -3.69018 -1.54807 -5.33181
H -2.06680 -1.64171 -5.80837
H -3.01785 -0.01881 -3.30515
H -2.09301 0.66196 -4.61049
H -0.31734 -2.94876 -2.90377
H -0.07532 -2.56146 -4.53416
*
```

As for the energy: -86370.46580 eV. Its HOMO energy (alpha / beta) is -9.77 / -9.63 eV. Its expectation value of S² is 1.214. For the LUMO energy (alpha / beta), the calculation gives -4.976 / -4.730 eV. Its HOMO-LUMO gap (alpha / beta) is 4.791 / 4.898 eV.

***

Molecular formula: H2NO3S
Method: DFT, ωB97M-V/def2-TZVPD

Structure (ORCA input):
```
! wB97M-V def2-TZVPD RIJCOSX def2/J DEFGRID3
* xyz -1 3
N -2.84129 -0.21944 -0.17951
O 2.13139 0.17097 1.55331
O 1.99165 -1.20795 -0.57805
O 1.50304 1.15757 -0.65128
S 1.67105 -0.02583 0.20489
H -2.29506 0.19242 0.67220
H -2.16078 -0.06774 -1.02156
*
```

As for the energy: -18498.58325 eV. Its HOMO energy (alpha / beta) is -2.41 / -5.23 eV. Its expectation value of S² is 2.007. For the LUMO energy (alpha / beta), the calculation gives 4.147 / 2.278 eV. As for the energy relative to the best compared isomer or geometry (same formula, charge and spin): 0.0 kJ/mol. Its HOMO-LUMO gap (alpha / beta) is 6.556 / 7.506 eV.

***

Molecular formula: C27H54F6Hf2O11P
Method: DFT, ωB97M-V/def2-TZVPD

Structure (ORCA input):
```
! wB97M-V def2-TZVPD RIJCOSX def2/J DEFGRID3
* xyz 3 1
Hf -0.23012 0.13621 -0.07931
Hf -4.85472 0.62910 1.05380
F -0.24905 -0.17704 2.22709
F 0.82491 -1.05801 -1.78278
F -2.53566 0.85085 0.42917
F 0.20997 1.84051 -1.63738
O -3.89262 -1.44904 1.27467
P -2.75114 -2.42194 0.75721
O -1.45790 -1.81520 0.27974
F -3.36961 -3.42355 -0.38484
F -2.52338 -3.47419 1.97058
C 3.64117 2.29709 -0.81713
C 3.16303 0.92394 -0.51864
O 2.19988 0.69651 0.19956
C 4.01359 -0.21727 -1.04175
H 3.05366 2.94659 -0.16823
H 3.46213 2.43804 -1.88304
H 4.67306 2.50539 -0.53443
H 3.43576 -1.13592 -0.94029
H 4.99255 -0.25687 -0.56408
H 4.19527 -0.06372 -2.10548
C -2.59266 1.26726 5.07343
C -2.83812 0.20430 4.09601
O -3.47095 0.44358 3.06494
C -2.47157 -1.22833 4.51062
H -3.03810 0.87975 5.98969
H -2.91905 2.24251 4.71224
H -1.55291 1.44762 5.34634
H -2.94988 -1.41814 5.47150
H -1.39824 -1.39043 4.60956
H -2.79559 -1.90720 3.72180
C 0.38730 4.87734 1.07905
C 0.05030 3.57512 1.83514
O -0.23059 2.53950 1.18703
C -0.21254 3.66789 3.30468
H 1.46613 5.02570 1.12612
H -0.18344 5.75115 1.39339
H 0.15302 4.70161 0.02913
H -0.08962 2.69799 3.78665
H -1.23818 3.97589 3.50789
H 0.48495 4.42630 3.66024
C 2.47647 0.89609 -4.41325
C 2.70624 -0.08629 -5.50873
O 2.83987 0.23908 -6.67034
C 2.55825 -1.56355 -5.13408
H 2.12929 1.87104 -4.75535
H 3.42508 1.11812 -3.92442
H 1.88111 0.55562 -3.56607
H 1.79849 -1.64163 -4.35641
H 3.52142 -1.93446 -4.78360
H 2.28604 -2.11837 -6.03195
C -5.05927 4.78285 -1.91687
C -4.19812 3.59573 -1.61675
O -4.63390 2.62130 -0.96193
C -2.76462 3.75044 -2.19188
H -5.41406 4.99426 -2.92559
H -4.61393 5.69718 -1.52472
H -5.95967 4.62193 -1.32401
H -2.87092 3.96060 -3.25613
H -2.26450 2.78598 -2.10354
H -2.21636 4.57983 -1.74508
C 1.07818 -4.44950 -3.65540
C -0.12009 -5.01470 -2.87030
O -0.73508 -6.00188 -3.25353
C -0.38381 -4.36806 -1.49597
H 1.63066 -5.21280 -4.20334
H 1.72558 -4.06924 -2.86523
H 0.74051 -3.63868 -4.30089
H -1.30455 -4.83743 -1.14950
H -0.49983 -3.29147 -1.62076
H 0.42949 -4.62107 -0.81580
C -3.26128 -1.82749 -3.33338
C -2.35167 -0.62837 -3.11266
O -1.90913 -0.37540 -1.96573
C -1.93776 0.19552 -4.38250
H -2.79469 -2.72661 -2.93090
H -3.42720 -2.05165 -4.38710
H -4.30033 -1.72223 -3.02131
H -0.89299 -0.07819 -4.52959
H -2.02900 1.26081 -4.17052
H -2.45969 -0.20222 -5.25284
C 1.54471 -1.25675 5.63182
C 1.90173 0.17680 5.97723
O 2.00877 0.60197 7.10354
C 1.98594 1.10976 4.82261
H 2.36842 -1.76051 5.12601
H 0.63067 -1.25637 5.03800
H 1.27274 -1.70965 6.58524
H 2.68106 0.72936 4.07415
H 2.17289 2.14879 5.09384
H 1.06787 1.03037 4.24041
C 3.22973 -1.59745 2.21381
C 2.36961 -2.38830 1.31282
O 1.37873 -1.86378 0.79555
C 2.83104 -3.78293 0.95715
H 3.47097 -2.22681 3.07044
H 2.74066 -0.65472 2.45911
H 4.17126 -1.43648 1.68873
H 2.60720 -4.42783 1.80691
H 3.88555 -3.91009 0.71231
H 2.29494 -4.14130 0.07837
*
```

As for the energy: -79580.29448 eV. Its HOMO energy is -15.26 eV. For the LUMO energy, the calculation gives -13.826 eV. Its HOMO-LUMO gap is 1.430 eV.

***

Molecular formula: C36H36N2O5PSSc
Method: DFT, ωB97M-V/def2-TZVPD

Structure (ORCA input):
```
! wB97M-V def2-TZVPD RIJCOSX def2/J DEFGRID3
* xyz 0 1
Sc -1.67746 0.79372 -0.41011
O 0.55737 -5.34373 0.42100
C -0.68153 -5.42761 0.34493
O -1.47384 -6.37420 0.39530
C -1.30713 -4.05458 0.12534
C -1.55379 -3.59523 -1.17226
C -1.90862 -2.28339 -1.37132
N -2.06101 -1.41529 -0.35681
C -1.92395 -1.88236 0.90023
C -1.55877 -3.17707 1.18395
C -2.09919 -0.83231 1.98442
O -2.31241 -1.14229 3.13039
O -2.00758 0.39663 1.52460
H -1.41011 -4.25710 -2.01594
H -2.04589 -1.88041 -2.37070
H -1.42451 -3.48107 2.21316
N -1.58104 3.10807 -0.62556
C -0.77432 3.36115 0.54489
C -1.33692 4.03391 1.61956
C -0.60369 4.22395 2.77789
C 0.69471 3.74135 2.85264
C 1.24267 3.06188 1.77773
C 0.52488 2.84258 0.60229
C 1.11356 2.05286 -0.51597
C 2.39054 2.25667 -0.93556
C 2.86771 1.21584 -1.85091
C 1.92486 0.96512 -2.95587
C 0.65781 0.77440 -2.51478
C 0.35543 0.97468 -1.11427
H -1.04437 3.25473 -1.47635
H -2.41126 3.68794 -0.63834
H -2.35084 4.41226 1.54578
H -1.04777 4.74241 3.61701
H 1.27445 3.87652 3.75620
H 2.24131 2.65352 1.84814
H 3.04183 3.04257 -0.57545
H 3.91717 1.28594 -2.11926
H 2.25654 0.86083 -3.98016
H -0.11185 0.42900 -3.20652
C 1.73871 -2.00102 -1.22127
P 2.67087 -0.51264 -0.73271
C 4.35039 -1.22411 -0.95655
C 4.93322 -1.18289 -2.22569
C 6.13918 -1.81914 -2.47454
C 6.78077 -2.51287 -1.45805
C 6.20140 -2.57926 -0.20091
C 4.99105 -1.94668 0.04582
C 2.56806 -0.30726 1.05607
C 3.55851 0.39333 1.73952
C 3.44015 0.60764 3.10686
C 2.33114 0.13221 3.79106
C 1.33956 -0.56712 3.11325
C 1.45921 -0.78288 1.75066
H 1.90357 -2.79067 -0.48298
H 2.12882 -2.34667 -2.17830
H 0.68069 -1.78456 -1.31511
H 4.43405 -0.66720 -3.03704
H 6.57570 -1.77681 -3.46410
H 7.72263 -3.01010 -1.64984
H 6.68490 -3.13497 0.59194
H 4.54277 -2.02337 1.02835
H 4.43002 0.75769 1.20798
H 4.21606 1.14744 3.63506
H 2.23817 0.30129 4.85615
H 0.47247 -0.94005 3.64397
H 0.69046 -1.33171 1.22081
C -5.81226 3.08753 -1.99682
C -5.94611 1.84911 -1.12740
S -4.94181 0.52131 -1.79598
O -3.51230 0.97140 -1.50862
C -5.34180 -0.81219 -0.64836
C -5.30416 -0.44922 0.82764
H -6.43889 3.88736 -1.60549
H -6.12173 2.88292 -3.02216
H -4.78190 3.44292 -2.02481
H -6.97108 1.47197 -1.10571
H -5.60722 2.01238 -0.10436
H -4.60512 -1.57710 -0.89677
H -6.31897 -1.17372 -0.97585
H -4.44846 0.18005 1.06953
H -5.21118 -1.35729 1.42269
H -6.21257 0.06306 1.14276
*
```

As for the energy: -91959.84701 eV. Its HOMO energy is -6.76 eV. For the LUMO energy, the calculation gives -0.392 eV. As for the energy relative to the best compared isomer or geometry (same formula, charge and spin): 0.0 kJ/mol. Its HOMO-LUMO gap is 6.369 eV.

***

Molecular formula: C4H2BrF3N2
Method: DFT, ωB97M-V/def2-TZVPD

Structure (ORCA input):
```
! wB97M-V def2-TZVPD RIJCOSX def2/J DEFGRID3
* xyz 0 1
C 1.70184 0.19271 -0.84622
C -0.45155 0.37530 0.57733
C 1.58593 -0.96599 -0.09948
C -1.45864 -0.13039 -0.29271
N 1.90675 1.13235 -1.46611
N 0.03881 1.16488 1.32002
F 2.23724 -1.07474 1.15860
F -1.45045 -1.43359 -0.58676
F -1.54237 0.66357 -1.36009
Br -3.59761 -0.13824 0.45498
H 1.19549 -1.90965 -0.45690
H -0.16544 2.12378 1.59734
*
```

As for the energy: -85349.75054 eV. Its HOMO energy (alpha / beta) is -9.52 / -8.73 eV. For the LUMO energy (alpha / beta), the calculation gives -1.884 / -1.802 eV. As for the energy relative to the best compared isomer or geometry (same formula, charge and spin): 413.2 kJ/mol. Its HOMO-LUMO gap (alpha / beta) is 7.638 / 6.927 eV.

***

Repeat the sixth record exactly.
Molecular formula: C4H2BrF3N2
Method: DFT, ωB97M-V/def2-TZVPD

Structure (ORCA input):
```
! wB97M-V def2-TZVPD RIJCOSX def2/J DEFGRID3
* xyz 0 1
C 1.70184 0.19271 -0.84622
C -0.45155 0.37530 0.57733
C 1.58593 -0.96599 -0.09948
C -1.45864 -0.13039 -0.29271
N 1.90675 1.13235 -1.46611
N 0.03881 1.16488 1.32002
F 2.23724 -1.07474 1.15860
F -1.45045 -1.43359 -0.58676
F -1.54237 0.66357 -1.36009
Br -3.59761 -0.13824 0.45498
H 1.19549 -1.90965 -0.45690
H -0.16544 2.12378 1.59734
*
```

As for the energy: -85349.75054 eV. Its HOMO energy (alpha / beta) is -9.52 / -8.73 eV. For the LUMO energy (alpha / beta), the calculation gives -1.884 / -1.802 eV. As for the energy relative to the best compared isomer or geometry (same formula, charge and spin): 413.2 kJ/mol. Its HOMO-LUMO gap (alpha / beta) is 7.638 / 6.927 eV.